{"formula": "C23H58N4O7", "method": "the ωB97M-V functional and the def2-TZVPD basis", "total_charge": 0, "homo_lumo_gap_ha": 0.3268, "multiplicity": 1, "homo_ha": -0.31410, "lumo_ev": 0.34, "smiles": "CC1(C)CCCC(C)(C)N1O.CC1(C)CCCC(C)(C)N1O.NC(N)=O.CO.CO.CO.CO", "total_energy_ha": -1656.6690, "symbols": ["C", "O", "H", "H", "H", "H", "C", "O", "H", "H", "H", "H", "C", "O", "H", "H", "H", "H", "C", "O", "H", "H", "H", "H", "C", "C", "C", "C", "C", "C", "N", "O", "C", "C", "C", "H", "H", "H", "H", "H", "H", "H", "H", "H", "H", "H", "H", "H", "H", "H", "H", "H", "H", "H", "C", "C", "C", "C", "C", "C", "N", "O", "C", "C", "C", "H", "H", "H", "H", "H", "H", "H", "H", "H", "H", "H", "H", "H", "H", "H", "H", "H", "H", "H", "C", "O", "N", "N", "H", "H", "H", "H"], "xyz": [[3.641, -1.561, -4.892], [4.666, -1.814, -3.879], [3.172, -2.489, -5.231], [2.881, -1.020, -4.417], [4.070, -0.993, -5.677], [4.697, -1.089, -3.215], [2.276, 1.629, -1.211], [2.306, 2.077, 0.148], [2.320, 2.480, -1.935], [3.056, 0.868, -1.507], [1.339, 1.085, -1.362], [1.621, 1.625, 0.600], [1.022, 0.446, 3.018], [0.447, 1.456, 2.199], [1.332, 0.949, 3.910], [0.357, -0.419, 3.214], [2.069, 0.181, 2.641], [-0.323, 1.076, 1.791], [-4.648, 0.992, -2.063], [-5.439, 0.283, -2.937], [-4.721, 2.043, -2.373], [-5.126, 1.056, -1.083], [-3.640, 0.499, -1.950], [-5.582, -0.566, -2.525], [-7.149, 0.657, 3.277], [-6.917, -0.587, 2.472], [-7.071, -0.251, 0.941], [-6.779, -1.506, 0.112], [-5.373, -2.039, 0.416], [-5.063, -2.281, 1.903], [-5.485, -1.068, 2.681], [-5.241, -1.296, 4.106], [-5.698, -3.572, 2.383], [-3.522, -2.456, 2.061], [-7.988, -1.607, 2.913], [-8.184, 0.967, 3.186], [-6.424, 1.440, 3.085], [-7.020, 0.479, 4.355], [-8.038, 0.196, 0.923], [-6.435, 0.579, 0.816], [-6.821, -1.328, -0.957], [-7.507, -2.300, 0.380], [-4.723, -1.239, 0.127], [-5.140, -2.949, -0.088], [-5.272, -4.510, 1.925], [-5.603, -3.767, 3.482], [-6.781, -3.554, 2.018], [-2.981, -1.528, 2.093], [-3.316, -3.025, 2.972], [-3.177, -3.103, 1.258], [-7.720, -2.167, 3.838], [-8.216, -2.274, 2.043], [-8.915, -1.087, 3.192], [-4.658, -0.604, 4.343], [5.821, 2.131, -3.651], [6.591, 1.692, -2.501], [5.945, 2.436, -1.340], [6.261, 1.858, 0.045], [5.657, 0.462, 0.161], [6.274, -0.388, -0.898], [6.276, 0.250, -2.272], [7.119, -0.502, -3.118], [7.638, -0.900, -0.386], [5.436, -1.633, -0.910], [8.062, 2.031, -2.676], [6.153, 1.480, -4.481], [5.888, 3.213, -3.868], [4.786, 1.831, -3.546], [6.340, 3.460, -1.417], [4.867, 2.407, -1.449], [5.808, 2.518, 0.811], [7.336, 1.744, 0.243], [4.582, 0.599, 0.107], [5.858, -0.005, 1.136], [8.175, -1.525, -1.134], [8.324, -0.074, -0.219], [7.597, -1.423, 0.571], [5.880, -2.485, -1.489], [5.376, -2.070, 0.087], [4.475, -1.333, -1.247], [8.582, 1.250, -3.293], [8.654, 2.117, -1.702], [8.069, 2.975, -3.250], [6.538, -0.953, -3.776], [-2.602, 1.592, 1.378], [-1.962, 0.556, 1.151], [-3.990, 1.502, 1.626], [-2.021, 2.895, 1.197], [-4.503, 2.330, 1.944], [-4.423, 0.564, 1.695], [-2.438, 3.577, 1.741], [-1.004, 2.806, 1.210]], "mulliken_charge": [-0.73, -0.51, 0.26, 0.30, 0.27, 0.22, -0.46, -0.46, 0.23, 0.02, 0.44, 0.34, -0.50, -0.61, 0.26, 0.25, 0.13, 0.44, -0.11, -0.56, 0.38, -0.15, 0.19, 0.33, -1.99, 1.47, -1.09, -0.73, -1.27, 1.90, 0.77, -0.61, -1.61, -1.89, -1.67, 0.47, 0.27, 0.42, 0.47, 0.31, 0.46, 0.40, 0.33, 0.51, 0.37, 0.35, 0.29, 0.27, 0.40, 0.41, 0.26, 0.29, 0.45, 0.28, -1.85, 1.34, -1.26, -0.69, -1.15, 1.73, 1.26, -0.58, -1.82, -2.30, -1.65, 0.42, 0.42, 0.28, 0.45, 0.26, 0.39, 0.33, 0.12, 0.45, 0.36, 0.36, 0.45, 0.35, 0.47, 0.58, 0.30, 0.28, 0.46, 0.40, 0.55, -0.80, -0.12, -0.54, 0.19, -0.22, 0.20, 0.35]}

***

{"formula": "C12H17Cl2F5O2W", "method": "the ωB97M-V functional and the def2-TZVPD basis", "total_charge": -2, "homo_lumo_gap_ha": [0.1518, 0.1494], "multiplicity": 3, "s2": 2.0124, "homo_ha": [0.02647, 0.02820], "lumo_ev": [4.85, 4.83], "total_energy_ha": -2104.6795, "symbols": ["C", "C", "C", "C", "C", "C", "C", "C", "C", "C", "W", "Cl", "Cl", "O", "H", "H", "H", "H", "H", "H", "H", "H", "H", "H", "H", "H", "H", "H", "H", "H", "O", "H", "F", "C", "F", "C", "F", "F", "F"], "xyz": [[0.018, 2.631, -0.798], [0.738, 2.108, -1.940], [1.926, 1.413, -1.449], [0.343, 2.197, -3.394], [1.927, 1.588, 0.018], [0.770, 2.366, 0.373], [0.535, 2.926, 1.760], [-1.150, 3.567, -0.849], [2.994, 0.747, -2.216], [3.028, 1.131, 0.943], [0.118, 0.342, -0.870], [0.457, -1.251, -2.332], [-2.173, 0.625, -1.428], [0.980, -0.892, 0.738], [-0.758, 2.299, -3.451], [0.679, 1.319, -3.952], [0.777, 3.097, -3.868], [2.696, 0.596, -3.251], [3.217, -0.247, -1.749], [3.927, 1.344, -2.209], [3.481, 0.219, 0.555], [2.610, 0.997, 1.940], [3.803, 1.897, 1.002], [1.074, 2.325, 2.500], [-0.533, 2.898, 1.975], [0.911, 3.967, 1.849], [-1.675, 3.503, -1.820], [-0.871, 4.636, -0.712], [-1.842, 3.303, -0.023], [0.711, -1.861, 0.552], [-1.873, 0.991, 2.298], [-1.245, 0.117, 2.217], [-1.310, -4.435, -0.522], [-0.123, -4.142, -0.006], [-0.210, -4.128, 1.351], [0.997, -5.047, -0.546], [0.806, -6.300, -0.060], [0.937, -5.088, -1.886], [2.210, -4.604, -0.142]], "mulliken_charge": [0.05, 1.56, 0.24, -1.77, 0.04, 1.22, -1.50, -1.56, -1.51, -1.86, 1.13, -0.40, -0.42, -0.73, 0.33, 0.35, 0.29, 0.34, 0.36, 0.30, 0.28, 0.42, 0.35, 0.34, 0.38, 0.28, 0.34, 0.27, 0.42, 0.18, -1.03, 0.17, -0.25, -0.34, -0.22, 0.81, -0.33, -0.26, -0.27]}

***

{"formula": "C36H64Cl4O27", "method": "the ωB97M-V functional and the def2-TZVPD basis", "total_charge": 0, "homo_lumo_gap_ha": 0.3822, "multiplicity": 1, "homo_ha": -0.37548, "lumo_ev": 0.18, "smiles": "CCOC(=O)OC.CCOC(=O)OC.CCOC(=O)OC.CCOC(=O)OC.CCOC(=O)OC.O=C1OCCO1.O=C1OCCO1.O=C1OCCO1.O=C1OCCO1.ClCCCl.ClCCCl", "total_energy_ha": -5282.2853, "symbols": ["Cl", "C", "C", "Cl", "H", "H", "H", "H", "Cl", "C", "C", "Cl", "H", "H", "H", "H", "C", "C", "O", "C", "O", "O", "H", "H", "H", "H", "C", "C", "O", "C", "O", "O", "H", "H", "H", "H", "C", "C", "O", "C", "O", "O", "H", "H", "H", "H", "C", "C", "O", "C", "O", "O", "H", "H", "H", "H", "C", "C", "O", "C", "O", "O", "C", "H", "H", "H", "H", "H", "H", "H", "H", "C", "C", "O", "C", "O", "O", "C", "H", "H", "H", "H", "H", "H", "H", "H", "C", "C", "O", "C", "O", "O", "C", "H", "H", "H", "H", "H", "H", "H", "H", "C", "C", "O", "C", "O", "O", "C", "H", "H", "H", "H", "H", "H", "H", "H", "C", "C", "O", "C", "O", "O", "C", "H", "H", "H", "H", "H", "H", "H", "H"], "xyz": [[2.598, -2.779, -5.012], [3.274, -2.125, -3.508], [3.143, -3.266, -2.382], [4.043, -4.729, -2.671], [2.910, -1.129, -3.256], [4.307, -1.836, -3.702], [2.100, -3.581, -2.337], [3.526, -2.872, -1.441], [-2.347, -6.537, -4.604], [-1.533, -5.103, -4.005], [-2.230, -3.786, -4.050], [-1.063, -2.356, -4.392], [-0.550, -5.011, -4.468], [-1.167, -5.275, -2.993], [-2.730, -3.410, -3.158], [-2.853, -3.768, -4.945], [2.055, 5.163, -2.286], [2.679, 5.522, -0.889], [2.785, 4.321, -0.276], [1.825, 3.494, -0.812], [1.519, 2.408, -0.269], [1.280, 4.031, -1.978], [2.785, 4.896, -3.051], [1.495, 6.065, -2.535], [1.953, 6.039, -0.260], [3.637, 6.031, -0.996], [-3.140, -0.436, 5.023], [-3.423, 0.008, 3.614], [-2.730, -0.946, 2.719], [-1.900, -1.735, 3.487], [-1.091, -2.595, 3.044], [-2.175, -1.447, 4.834], [-4.067, -0.796, 5.470], [-2.801, 0.294, 5.758], [-3.030, 1.012, 3.453], [-4.490, 0.027, 3.393], [0.194, 1.752, -4.154], [-0.852, 1.045, -5.123], [-0.678, 1.810, -6.265], [0.583, 2.073, -6.341], [1.121, 2.416, -7.387], [1.141, 2.136, -5.132], [0.690, 0.967, -3.582], [-0.197, 2.461, -3.424], [-1.832, 1.007, -4.647], [-0.565, 0.044, -5.448], [1.035, -1.362, 0.848], [0.405, -0.581, -0.326], [-0.504, -1.574, -0.757], [-0.216, -2.840, -0.286], [-0.648, -3.859, -0.678], [0.733, -2.723, 0.716], [0.678, -1.192, 1.864], [2.058, -0.990, 0.893], [1.238, -0.364, -0.994], [-0.071, 0.302, 0.102], [-6.132, 1.402, -3.984], [-4.984, 0.522, -4.486], [-4.834, -0.726, -3.860], [-4.303, -0.847, -2.640], [-3.960, 0.108, -1.948], [-4.396, -2.190, -2.266], [-4.219, -2.638, -0.889], [-6.471, 1.203, -2.968], [-7.071, 1.284, -4.525], [-5.833, 2.448, -4.055], [-4.046, 1.075, -4.442], [-5.107, 0.395, -5.562], [-4.894, -2.273, -0.114], [-3.214, -2.460, -0.505], [-4.529, -3.682, -0.846], [-0.526, -7.028, 0.083], [0.949, -6.608, -0.023], [1.664, -7.215, 1.107], [2.967, -7.370, 1.163], [3.626, -7.253, 0.183], [3.297, -7.940, 2.337], [4.575, -8.467, 2.452], [-0.566, -8.116, 0.125], [-1.022, -6.717, -0.836], [-0.869, -6.510, 0.979], [0.926, -5.529, 0.135], [1.515, -6.825, -0.929], [5.293, -7.662, 2.611], [4.879, -8.856, 1.481], [4.618, -9.238, 3.221], [1.289, 4.860, 3.032], [0.517, 3.590, 3.402], [1.293, 2.484, 3.826], [0.701, 1.333, 4.067], [-0.377, 0.981, 3.574], [1.589, 0.593, 4.766], [1.324, -0.757, 5.169], [0.779, 5.648, 2.478], [2.225, 4.648, 2.515], [1.639, 5.326, 3.953], [-0.116, 3.339, 2.551], [-0.230, 3.729, 4.184], [0.930, -1.398, 4.381], [0.474, -0.710, 5.850], [2.106, -1.329, 5.668], [-2.699, 2.176, 0.446], [-4.260, 1.822, 0.755], [-5.053, 2.710, -0.063], [-5.550, 3.845, 0.445], [-5.428, 4.211, 1.613], [-6.238, 4.451, -0.511], [-6.594, 5.802, -0.197], [-2.076, 1.480, 1.008], [-2.323, 3.153, 0.750], [-2.395, 1.896, -0.563], [-4.569, 1.806, 1.800], [-4.487, 0.842, 0.336], [-5.822, 6.570, -0.228], [-7.035, 5.875, 0.797], [-7.329, 6.040, -0.966], [7.601, 4.753, 4.447], [7.423, 4.433, 2.908], [6.959, 3.195, 2.553], [5.641, 2.918, 2.394], [4.799, 3.772, 2.242], [5.415, 1.596, 2.133], [4.097, 1.084, 1.913], [8.362, 4.056, 4.797], [6.704, 4.611, 5.050], [7.929, 5.763, 4.692], [8.455, 4.404, 2.556], [6.820, 5.117, 2.311], [3.593, 1.548, 1.065], [3.545, 1.128, 2.851], [4.133, -0.004, 1.851]], "mulliken_charge": [-0.18, -0.21, 0.01, -0.16, 0.03, 0.42, -0.13, 0.24, -0.22, 0.10, 0.11, -0.19, 0.29, -0.20, -0.37, 0.48, -0.50, -0.50, -0.11, 0.01, 0.00, -0.20, 0.33, 0.34, 0.28, 0.35, -0.48, -0.08, -0.05, 0.48, -0.55, -0.36, 0.25, 0.25, 0.07, 0.55, 0.26, 0.64, -0.38, 0.62, -0.62, -0.37, -0.15, 0.20, -0.32, 0.16, 0.81, 0.31, 0.13, 0.30, -0.21, -0.51, -0.70, -0.07, 0.17, -0.13, -1.27, 0.34, -0.36, 0.55, -0.30, -0.43, -0.59, 0.29, 0.37, 0.34, -0.31, 0.46, 0.37, 0.09, 0.35, -0.98, 0.28, -0.32, 0.75, -0.56, -0.33, -0.69, 0.40, 0.16, 0.27, -0.27, 0.41, 0.29, 0.33, 0.23, -1.19, 0.15, -0.21, 0.58, -0.45, -0.35, -0.44, 0.37, 0.12, 0.39, -0.07, 0.40, 0.08, 0.28, 0.30, -0.50, -0.38, -0.18, 0.66, -0.62, -0.30, -0.72, -0.19, 0.49, 0.25, 0.72, -0.10, 0.30, 0.33, 0.24, -1.07, -0.19, -0.38, 0.60, -0.50, -0.41, -0.37, 0.31, 0.31, 0.35, 0.21, 0.36, 0.17, 0.29, 0.27]}

***

{"formula": "C3H4O", "method": "the ωB97M-V functional and the def2-TZVPD basis", "total_charge": 0, "homo_lumo_gap_ha": 0.3796, "multiplicity": 1, "homo_ha": -0.36792, "lumo_ev": 0.32, "smiles": "C#CCO", "total_energy_ha": -191.8128, "symbols": ["O", "C", "C", "C", "H", "H", "H", "H"], "xyz": [[1.506, -0.626, 0.014], [0.553, 0.395, -0.033], [-0.750, -0.091, -0.624], [-1.710, -0.256, 0.096], [1.522, -1.030, -0.861], [0.349, 0.657, 1.012], [0.868, 1.303, -0.550], [-2.337, -0.352, 0.946]], "mulliken_charge": [-0.50, -0.17, -0.31, -0.17, 0.35, 0.21, 0.23, 0.35]}

***

{"formula": "C22H19ClN2", "method": "the ωB97M-V functional and the def2-TZVPD basis", "total_charge": 0, "homo_lumo_gap_ha": 0.3015, "multiplicity": 1, "homo_ha": -0.30166, "lumo_ev": 0.00, "smiles": "Cl[C@@H]1CC=CC=C1C(c1ccccc1)(c1ccccc1)n1ccnc1", "total_energy_ha": -1419.3177, "symbols": ["Cl", "N", "C", "C", "C", "C", "C", "C", "C", "C", "C", "C", "C", "C", "C", "C", "C", "C", "C", "C", "C", "N", "C", "C", "C", "H", "H", "H", "H", "H", "H", "H", "H", "H", "H", "H", "H", "H", "H", "H", "H", "H", "H", "H"], "xyz": [[3.054, -1.150, 0.176], [0.194, 3.539, 2.120], [-0.601, 2.681, 1.360], [1.475, 3.290, 1.811], [2.322, 0.832, -2.950], [1.433, 1.088, -1.892], [1.554, 2.137, 1.005], [2.752, -0.467, -3.265], [1.024, 0.088, -0.974], [-4.316, 0.710, -1.147], [0.075, -2.932, 3.067], [-3.371, 0.441, -2.074], [-3.914, 0.769, 0.213], [-0.401, -3.127, 1.785], [0.663, -1.638, 3.372], [-1.949, 0.372, -1.683], [-2.573, 0.670, 0.577], [-0.521, -2.017, 0.859], [0.584, -0.600, 2.505], [-1.494, 0.438, -0.367], [-0.070, -0.746, 1.257], [0.232, 1.692, 0.752], [-0.071, 0.378, 0.133], [2.485, -1.704, -2.408], [1.770, -1.288, -1.008], [-1.670, 2.744, 1.303], [2.313, 3.778, 2.306], [2.648, 1.684, -3.597], [0.869, 1.952, -1.858], [2.488, 1.650, 0.761], [3.489, -0.623, -4.105], [-5.350, 0.777, -1.377], [0.114, -3.641, 3.887], [-3.742, 0.319, -3.044], [-4.714, 1.033, 0.942], [-0.907, -4.027, 1.432], [1.228, -1.577, 4.279], [-1.228, 0.289, -2.482], [-2.300, 0.666, 1.576], [-1.065, -2.130, -0.129], [0.978, 0.347, 2.785], [1.939, -2.347, -2.926], [3.407, -2.231, -2.234], [1.167, -2.118, -0.743]], "mulliken_charge": [-0.17, -0.70, -0.33, -0.40, -0.70, -0.47, -0.33, -0.34, -1.68, -0.43, -0.58, -1.07, -0.92, -0.82, -0.67, 0.09, -0.92, -0.41, -0.58, -0.38, -0.16, 0.53, 3.93, -1.22, 0.71, 0.56, 0.38, 0.34, 0.64, 0.30, 0.32, 0.44, 0.40, 0.45, 0.30, 0.38, 0.43, 0.40, 0.77, 0.43, 0.35, 0.49, 0.49, 0.16]}

***

{"formula": "CF2O3S", "method": "the ωB97M-V functional and the def2-TZVPD basis", "total_charge": 0, "homo_lumo_gap_ha": 0.4445, "multiplicity": 1, "homo_ha": -0.46042, "lumo_ev": -0.43, "smiles": "O=C(F)S(=O)(=O)F", "total_energy_ha": -861.6999, "symbols": ["C", "O", "O", "O", "F", "F", "S"], "xyz": [[-1.018, 0.056, 0.290], [-1.844, 0.381, 1.043], [1.575, -0.184, 1.346], [1.062, 1.418, -0.547], [-1.330, -0.407, -0.908], [1.319, -0.999, -0.962], [0.898, 0.139, 0.095]], "mulliken_charge": [0.59, -0.33, -0.49, -0.48, -0.16, -0.18, 1.06]}